1.
Formula: C4H5NO2S
Source: the Open Molecules 2025 dataset
Level of theory: ωB97M-V/def2-TZVPD

Values from the calculation:
Spin multiplicity: 1
SMILES: O=C[C@H]1NC(=O)[C@H]1S
Charge: 0
Largest force on an atom in eV Å⁻¹: 3.431
M in g mol⁻¹: 131.16
Kohn-Sham gap in eV: 10.1214

Last columns: bonded neighbours and bond lengths (Å).
Positions of all 13 atoms, in Å:
1 O 0.88 -0.72 2.36  C2 1.213
2 C 0.55 0.19 1.62  O1 1.213, C3 1.524, H9 1.082
3 C -0.56 -0.04 0.60  C2 1.524, N4 1.496, C7 1.617, H10 1.119
4 N -0.91 1.19 -0.17  C3 1.496, C5 1.388, H11 1.054
5 C -0.53 0.63 -1.38  N4 1.388, O6 1.216, C7 1.496
6 O -0.60 1.12 -2.49  C5 1.216
7 C -0.06 -0.67 -0.81  C3 1.617, C5 1.496, S8 1.855, H12 1.108
8 S 1.76 -0.86 -1.09  C7 1.855, H13 1.404
9 H 1.06 1.13 1.50  C2 1.082
10 H -1.45 -0.57 1.01  C3 1.119
11 H -1.46 2.06 0.06  N4 1.054
12 H -0.60 -1.60 -1.09  C7 1.108
13 H 1.91 -1.86 -0.12  S8 1.404


2.
Formula: C40H101N7O13
Source: the Open Molecules 2025 dataset
Level of theory: ωB97M-V/def2-TZVPD

Values from the calculation:
Spin multiplicity: 1
SMILES: COC[C@H](C)N.COCCNCCOC.COCCNCCOC.COCCNCCOC.COCCNCCOC.COCCNCCOC.COCCNCCOC
Charge: 0
Largest force on an atom in eV Å⁻¹: 4.915
M in g mol⁻¹: 888.28
Kohn-Sham gap in eV: 8.7989

Last columns: bonded neighbours and bond lengths (Å).
Positions of all 161 atoms, in Å:
1 C -5.10 -0.82 -4.76  O2 1.460, H7 1.090, H8 1.090, H9 1.090
2 O -4.66 0.08 -5.82  C1 1.460, C3 1.390
3 C -5.02 1.41 -5.63  O2 1.390, C4 1.548, H10 1.090, H11 1.090
4 C -6.52 1.76 -5.74  C3 1.548, C5 1.533, N6 1.443, H12 1.090
5 C -7.02 1.71 -7.19  C4 1.533, H13 1.090, H14 1.090, H15 1.090
6 N -6.75 3.07 -5.19  C4 1.443, H16 1.010, H17 1.010
7 H -4.96 -1.90 -4.86  C1 1.090
8 H -6.18 -0.80 -4.62  C1 1.090
9 H -4.56 -0.56 -3.85  C1 1.090
10 H -4.48 1.57 -4.69  C3 1.090
11 H -4.38 2.01 -6.28  C3 1.090
12 H -7.08 1.09 -5.09  C4 1.090
13 H -6.24 1.91 -7.91  C5 1.090
14 H -7.85 2.38 -7.40  C5 1.090
15 H -7.30 0.73 -7.58  C5 1.090
16 H -6.16 3.67 -5.76  N6 1.010
17 H -7.74 3.29 -5.24  N6 1.010
18 C 3.46 -0.66 4.73  O19 1.385, H27 1.090, H28 1.090, H29 1.090
19 O 3.98 -1.06 5.95  C18 1.385, C20 1.450
20 C 2.98 -1.82 6.67  O19 1.450, C21 1.608, H30 1.090, H31 1.090
21 C 3.59 -2.25 8.09  C20 1.608, N22 1.510, H32 1.090, H33 1.090
22 N 4.49 -3.47 8.08  C21 1.510, C23 1.437, H34 1.010
23 C 5.38 -3.56 6.96  N22 1.437, C24 1.574, H35 1.090, H36 1.090
24 C 6.61 -4.45 7.39  C23 1.574, O25 1.378, H37 1.090, H38 1.090
25 O 7.16 -4.18 8.62  C24 1.378, C26 1.374
26 C 8.13 -5.01 9.15  O25 1.374, H39 1.090, H40 1.090, H41 1.090
27 H 2.44 -0.30 4.87  C18 1.090
28 H 3.48 -1.51 4.04  C18 1.090
29 H 4.15 0.07 4.30  C18 1.090
30 H 2.66 -2.70 6.10  C20 1.090
31 H 2.08 -1.22 6.83  C20 1.090
32 H 2.75 -2.44 8.76  C21 1.090
33 H 4.22 -1.40 8.34  C21 1.090
34 H 5.18 -3.62 8.80  N22 1.010
35 H 5.81 -2.56 6.83  C23 1.090
36 H 4.92 -4.03 6.10  C23 1.090
37 H 7.37 -4.47 6.60  C24 1.090
38 H 6.29 -5.49 7.41  C24 1.090
39 H 8.38 -4.64 10.14  C26 1.090
40 H 9.02 -4.75 8.58  C26 1.090
41 H 7.86 -6.05 9.31  C26 1.090
42 C 2.19 9.00 -4.67  O43 1.350, H51 1.090, H52 1.090, H53 1.090
43 O 2.96 8.02 -4.15  C42 1.350, C44 1.514
44 C 2.66 6.62 -4.63  O43 1.514, C45 1.581, H54 1.090, H55 1.090
45 C 2.00 5.85 -3.42  C44 1.581, N46 1.450, H56 1.090, H57 1.090
46 N 1.79 4.52 -3.96  C45 1.450, C47 1.497, H58 1.010
47 C 0.81 3.68 -3.20  N46 1.497, C48 1.565, H59 1.090, H60 1.090
48 C 1.54 2.89 -2.07  C47 1.565, O49 1.424, H61 1.090, H62 1.090
49 O 2.52 1.98 -2.57  C48 1.424, C50 1.392
50 C 2.75 0.83 -1.82  O49 1.392, H63 1.090, H64 1.090, H65 1.090
51 H 1.11 9.04 -4.64  C42 1.090
52 H 2.40 9.03 -5.74  C42 1.090
53 H 2.62 9.92 -4.29  C42 1.090
54 H 3.64 6.25 -4.92  C44 1.090
55 H 2.02 6.72 -5.51  C44 1.090
56 H 1.02 6.30 -3.29  C45 1.090
57 H 2.63 5.89 -2.53  C45 1.090
58 H 2.69 4.07 -4.07  N46 1.010
59 H 0.28 3.07 -3.94  C47 1.090
60 H 0.07 4.31 -2.70  C47 1.090
61 H 0.68 2.36 -1.66  C48 1.090
62 H 1.97 3.53 -1.31  C48 1.090
63 H 3.54 1.01 -1.09  C50 1.090
64 H 2.88 0.22 -2.73  C50 1.090
65 H 1.84 0.56 -1.29  C50 1.090
66 C -1.45 -0.57 -3.52  O67 1.356, H75 1.090, H76 1.090, H77 1.090
67 O -0.41 -1.05 -2.79  C66 1.356, C68 1.438
68 C -0.59 -1.44 -1.42  O67 1.438, C69 1.542, H78 1.090, H79 1.090
69 C -1.22 -0.35 -0.52  C68 1.542, N70 1.486, H80 1.090, H81 1.090
70 N -1.46 -1.06 0.76  C69 1.486, C71 1.472, H82 1.010
71 C -1.50 -0.21 1.96  N70 1.472, C72 1.564, H83 1.090, H84 1.090
72 C -1.24 -1.04 3.26  C71 1.564, O73 1.429, H85 1.090, H86 1.090
73 O 0.13 -1.18 3.62  C72 1.429, C74 1.392
74 C 0.74 -2.17 2.86  O73 1.392, H87 1.090, H88 1.090, H89 1.090
75 H -1.05 -0.40 -4.52  C66 1.090
76 H -1.70 0.40 -3.09  C66 1.090
77 H -2.34 -1.19 -3.62  C66 1.090
78 H 0.39 -1.74 -1.06  C68 1.090
79 H -1.23 -2.31 -1.31  C68 1.090
80 H -2.17 -0.02 -0.95  C69 1.090
81 H -0.55 0.50 -0.47  C69 1.090
82 H -0.98 -1.93 0.94  N70 1.010
83 H -2.41 0.39 1.91  C71 1.090
84 H -0.70 0.52 1.87  C71 1.090
85 H -1.74 -1.98 3.02  C72 1.090
86 H -1.90 -0.68 4.05  C72 1.090
87 H 0.09 -2.95 2.47  C74 1.090
88 H 1.51 -2.61 3.49  C74 1.090
89 H 1.18 -1.72 1.97  C74 1.090
90 C 0.58 8.57 0.51  O91 1.360, H99 1.090, H100 1.090, H101 1.090
91 O 1.74 8.28 1.15  C90 1.360, C92 1.390
92 C 1.62 8.16 2.53  O91 1.390, C93 1.560, H102 1.090, H103 1.090
93 C 2.47 7.02 3.18  C92 1.560, N94 1.485, H104 1.090, H105 1.090
94 N 1.76 5.74 3.38  C93 1.485, C95 1.476, H106 1.010
95 C 1.14 5.19 2.16  N94 1.476, C96 1.538, H107 1.090, H108 1.090
96 C 0.83 3.72 2.50  C95 1.538, O97 1.396, H109 1.090, H110 1.090
97 O 2.04 3.02 2.45  C96 1.396, C98 1.430
98 C 1.89 1.60 2.33  O97 1.430, H111 1.090, H112 1.090, H113 1.090
99 H 0.62 9.64 0.31  C90 1.090
100 H -0.35 8.36 1.05  C90 1.090
101 H 0.54 8.18 -0.50  C90 1.090
102 H 0.59 8.08 2.87  C92 1.090
103 H 1.82 9.12 3.01  C92 1.090
104 H 2.73 7.27 4.21  C93 1.090
105 H 3.43 6.90 2.68  C93 1.090
106 H 2.46 5.03 3.56  N94 1.010
107 H 1.75 5.35 1.27  C95 1.090
108 H 0.24 5.72 1.86  C95 1.090
109 H 0.07 3.38 1.80  C96 1.090
110 H 0.56 3.58 3.55  C96 1.090
111 H 2.81 1.12 2.01  C98 1.090
112 H 1.25 1.30 1.50  C98 1.090
113 H 1.58 1.08 3.23  C98 1.090
114 C -6.59 -0.87 1.93  O115 1.375, H123 1.090, H124 1.090, H125 1.090
115 O -5.76 -1.97 1.93  C114 1.375, C116 1.461
116 C -4.68 -1.80 0.95  O115 1.461, C117 1.535, H126 1.090, H127 1.090
117 C -3.98 -3.15 0.74  C116 1.535, N118 1.479, H128 1.090, H129 1.090
118 N -3.42 -3.69 2.00  C117 1.479, C119 1.463, H130 1.010
119 C -2.97 -5.07 1.87  N118 1.463, C120 1.645, H131 1.090, H132 1.090
120 C -2.24 -5.68 3.21  C119 1.645, O121 1.465, H133 1.090, H134 1.090
121 O -3.09 -6.61 3.97  C120 1.465, C122 1.373
122 C -4.23 -6.09 4.51  O121 1.373, H135 1.090, H136 1.090, H137 1.090
123 H -7.42 -0.99 2.63  C114 1.090
124 H -7.21 -0.98 1.04  C114 1.090
125 H -6.18 0.14 2.07  C114 1.090
126 H -3.99 -1.06 1.34  C116 1.090
127 H -4.92 -1.57 -0.09  C116 1.090
128 H -3.17 -2.84 0.08  C117 1.090
129 H -4.65 -3.81 0.18  C117 1.090
130 H -4.07 -3.53 2.75  N118 1.010
131 H -2.33 -5.02 0.98  C119 1.090
132 H -3.79 -5.68 1.49  C119 1.090
133 H -1.93 -4.83 3.81  C120 1.090
134 H -1.32 -6.22 2.98  C120 1.090
135 H -4.75 -5.57 3.70  C122 1.090
136 H -3.92 -5.27 5.16  C122 1.090
137 H -4.91 -6.82 4.94  C122 1.090
138 C 4.06 -1.13 -5.72  O139 1.510, H147 1.090, H148 1.090, H149 1.090
139 O 3.22 -2.19 -6.39  C138 1.510, C140 1.360
140 C 1.95 -2.14 -5.89  O139 1.360, C141 1.533, H150 1.090, H151 1.090
141 C 1.76 -3.64 -5.62  C140 1.533, N142 1.462, H152 1.090, H153 1.090
142 N 0.36 -3.76 -5.22  C141 1.462, C143 1.456, H154 1.010
143 C -0.02 -5.05 -4.66  N142 1.456, C144 1.514, H155 1.090, H156 1.090
144 C -1.51 -4.95 -4.40  C143 1.514, O145 1.409, H157 1.090, H158 1.090
145 O -1.68 -4.22 -3.21  C144 1.409, C146 1.440
146 C -1.52 -4.94 -1.98  O145 1.440, H159 1.090, H160 1.090, H161 1.090
147 H 4.58 -1.44 -4.81  C138 1.090
148 H 3.42 -0.26 -5.59  C138 1.090
149 H 4.82 -0.97 -6.48  C138 1.090
150 H 1.24 -1.77 -6.63  C140 1.090
151 H 1.89 -1.62 -4.94  C140 1.090
152 H 2.40 -3.90 -4.78  C141 1.090
153 H 2.06 -4.30 -6.42  C141 1.090
154 H 0.04 -3.13 -4.50  N142 1.010
155 H 0.55 -5.32 -3.77  C143 1.090
156 H 0.20 -5.83 -5.38  C143 1.090
157 H -2.11 -5.86 -4.36  C144 1.090
158 H -2.08 -4.49 -5.20  C144 1.090
159 H -1.88 -4.39 -1.12  C146 1.090
160 H -0.57 -5.32 -1.59  C146 1.090
161 H -2.24 -5.76 -1.86  C146 1.090


3.
Formula: H28O14
Source: the Open Molecules 2025 dataset
Level of theory: ωB97M-V/def2-TZVPD

Values from the calculation:
Spin multiplicity: 1
Charge: 0
Largest force on an atom in eV Å⁻¹: 1.824
M in g mol⁻¹: 252.21
Kohn-Sham gap in eV: 10.6983

Last columns: bonded neighbours and bond lengths (Å).
Positions of all 42 atoms, in Å:
1 O 1.24 0.82 -3.46  H2 0.963, H3 0.971
2 H 1.66 1.47 -4.03  O1 0.963
3 H 1.61 1.21 -2.65  O1 0.971
4 O 2.40 4.25 -0.02  H5 0.961, H6 0.965
5 H 3.26 4.04 0.35  O4 0.961
6 H 1.75 4.00 0.65  O4 0.965
7 O -1.75 1.35 -1.91  H8 0.963, H9 0.967
8 H -1.60 1.24 -0.97  O7 0.963
9 H -0.84 1.28 -2.24  O7 0.967
10 O -0.04 0.19 0.17  H11 0.975, H12 0.964
11 H 0.75 -0.11 -0.32  O10 0.975
12 H -0.69 -0.51 0.06  O10 0.964
13 O 2.27 -0.81 -0.93  H14 0.963, H15 0.959
14 H 2.90 -0.32 -1.46  O13 0.963
15 H 2.62 -0.76 -0.04  O13 0.959
16 O 0.24 3.69 2.16  H17 0.945, H18 0.966
17 H -0.50 4.26 2.32  O16 0.945
18 H -0.12 2.85 2.44  O16 0.966
19 O 2.57 -0.99 1.62  H20 0.961, H21 0.960
20 H 3.06 -0.80 2.43  O19 0.961
21 H 2.03 -1.78 1.74  O19 0.960
22 O 0.99 -3.83 -1.03  H23 0.959, H24 0.944
23 H 1.23 -3.30 -1.79  O22 0.959
24 H 0.26 -3.46 -0.57  O22 0.944
25 O -2.65 -2.79 1.31  H26 0.954, H27 0.948
26 H -3.25 -3.37 0.85  O25 0.954
27 H -1.86 -3.21 1.62  O25 0.948
28 O -3.47 3.72 -0.14  H29 0.962, H30 0.960
29 H -3.55 3.34 -1.02  O28 0.962
30 H -2.56 3.97 0.00  O28 0.960
31 O -1.52 -2.12 -0.76  H32 1.003, H33 0.962
32 H -2.32 -1.89 -0.19  O31 1.003
33 H -1.82 -1.79 -1.61  O31 0.962
34 O -0.62 -0.51 2.99  H35 0.959, H36 0.942
35 H -1.37 0.08 2.89  O34 0.959
36 H -0.29 -0.58 2.11  O34 0.942
37 O -3.80 -0.35 -0.12  H38 0.954, H39 0.958
38 H -4.05 -0.04 0.75  O37 0.954
39 H -3.25 0.24 -0.63  O37 0.958
40 O 4.06 -2.95 -0.38  H41 0.969, H42 0.961
41 H 3.26 -3.49 -0.40  O40 0.969
42 H 3.76 -2.26 0.22  O40 0.961


4.
Formula: C6H13NO
Source: the Open Molecules 2025 dataset
Level of theory: ωB97M-V/def2-TZVPD

Values from the calculation:
Spin multiplicity: 1
SMILES: CC(=O)NC(C)(C)C
Charge: 0
Largest force on an atom in eV Å⁻¹: 1.976
M in g mol⁻¹: 115.18
Kohn-Sham gap in eV: 10.1370

Last columns: bonded neighbours and bond lengths (Å).
Positions of all 21 atoms, in Å:
1 C 1.34 1.97 -0.77  C2 1.501, H9 1.094, H10 1.090, H11 1.093
2 C 0.38 1.94 0.38  C1 1.501, O3 1.231, N4 1.364
3 O 0.18 2.94 1.07  C2 1.231
4 N -0.37 0.83 0.63  C2 1.364, C5 1.459, H12 1.018
5 C -0.35 -0.55 0.16  N4 1.459, C6 1.532, C7 1.532, C8 1.634
6 C 0.78 -1.34 0.83  C5 1.532, H13 1.096, H14 1.096, H15 1.095
7 C -0.26 -0.67 -1.37  C5 1.532, H16 1.095, H17 1.094, H18 1.096
8 C -1.75 -1.21 0.67  C5 1.634, H19 1.096, H20 1.095, H21 1.096
9 H 1.92 2.90 -0.72  C1 1.094
10 H 2.04 1.14 -0.72  C1 1.090
11 H 0.79 1.98 -1.71  C1 1.093
12 H -0.98 0.99 1.44  N4 1.018
13 H 0.71 -2.40 0.58  C6 1.096
14 H 0.71 -1.26 1.92  C6 1.096
15 H 1.77 -1.00 0.51  C6 1.095
16 H -1.00 -0.04 -1.87  C7 1.095
17 H 0.73 -0.41 -1.75  C7 1.094
18 H -0.42 -1.71 -1.68  C7 1.096
19 H -2.61 -0.65 0.29  C8 1.096
20 H -1.82 -2.25 0.33  C8 1.095
21 H -1.81 -1.20 1.77  C8 1.096


The following E values (in eV) correspond, in order, to the records above: -20648.143, -80150.157, -29119.785, -9970.969.